1.
{"formula": "C5H3Br2Cl3OS", "method": "ωB97M-V/def2-TZVPD", "species": ["C", "C", "C", "C", "C", "O", "S", "Cl", "Cl", "Cl", "Br", "Br", "H", "H", "H"], "coordinates": [[2.13, 0.00, -0.56], [0.89, 0.47, 0.08], [0.11, -0.12, 1.02], [2.32, -0.09, -1.86], [-2.59, -0.03, 0.24], [-2.01, 0.03, 2.77], [-1.56, 0.72, 1.58], [3.23, -0.53, 0.58], [3.87, -0.57, -2.45], [1.17, 0.08, -3.11], [0.10, 1.99, -0.62], [0.58, -1.71, 1.95], [-3.45, 0.64, 0.50], [-2.79, -1.06, 0.44], [-1.99, 0.18, -0.57]], "e_tot_ev": -195765.4375, "e_homo_ev": -9.144, "gap_ev": 8.704, "multiplicity": 1}

2.
{"formula": "C31H29BrCrFN8O6S", "method": "ωB97M-V/def2-TZVPD", "species": ["Cr", "Br", "C", "C", "C", "C", "C", "C", "N", "N", "C", "C", "C", "C", "O", "C", "N", "C", "C", "C", "C", "H", "H", "H", "H", "H", "H", "H", "H", "H", "O", "C", "C", "C", "C", "C", "C", "N", "H", "H", "H", "H", "H", "H", "H", "F", "C", "C", "N", "C", "C", "O", "O", "C", "O", "N", "C", "O", "H", "H", "H", "H", "C", "N", "C", "C", "N", "C", "S", "H", "H", "H", "H", "H", "H", "H", "H", "H"], "coordinates": [[0.80, 0.20, -1.35], [-6.88, -3.40, 0.69], [-5.17, -4.18, 0.86], [-4.74, -4.65, 2.11], [-3.47, -5.22, 2.23], [-2.62, -5.32, 1.12], [-3.07, -4.87, -0.12], [-4.34, -4.29, -0.25], [-1.32, -5.86, 1.24], [-0.53, -5.07, 1.83], [0.03, -4.12, 0.93], [0.84, -4.55, -0.12], [1.32, -3.63, -1.05], [1.03, -2.25, -0.99], [1.48, -1.47, -1.90], [0.24, -1.82, 0.11], [-0.06, -0.51, 0.23], [-0.80, -0.07, 1.27], [-1.29, -0.89, 2.25], [-1.00, -2.25, 2.15], [-0.24, -2.74, 1.07], [-5.38, -4.56, 2.98], [-3.12, -5.57, 3.20], [-2.41, -4.92, -0.99], [-4.65, -3.92, -1.23], [1.08, -5.61, -0.24], [1.93, -3.99, -1.87], [-0.99, 1.00, 1.27], [-1.88, -0.50, 3.07], [-1.38, -2.92, 2.91], [-0.70, -0.77, -1.99], [-1.69, -0.29, -2.86], [-1.23, 1.11, -3.12], [-1.94, 1.97, -3.96], [-1.45, 3.26, -4.15], [-0.29, 3.65, -3.50], [0.36, 2.73, -2.69], [-0.08, 1.48, -2.48], [-0.83, -1.85, -1.64], [-2.66, -0.31, -2.37], [-1.69, -0.89, -3.78], [-2.85, 1.64, -4.45], [-1.98, 3.95, -4.79], [0.12, 4.65, -3.63], [1.27, 2.99, -2.16], [-3.37, 3.91, 1.30], [-2.24, 3.69, 2.01], [-1.05, 3.56, 1.44], [0.10, 3.35, 2.19], [1.38, 3.16, 1.48], [1.50, 1.85, 0.66], [2.39, 1.04, 1.03], [0.70, 1.77, -0.33], [0.06, 3.24, 3.58], [1.03, 3.09, 4.32], [-1.19, 3.35, 4.14], [-2.36, 3.61, 3.48], [-3.43, 3.77, 4.07], [-0.93, 3.60, 0.36], [2.21, 3.20, 2.19], [1.51, 4.01, 0.80], [-1.23, 3.29, 5.14], [3.47, 3.27, -0.72], [3.94, 1.89, -0.73], [5.16, 1.52, -0.03], [5.29, 0.03, -0.31], [4.46, -0.17, -1.47], [3.61, 0.91, -1.67], [2.45, 0.93, -2.84], [3.49, 3.64, 0.30], [2.45, 3.33, -1.11], [4.13, 3.86, -1.35], [5.08, 1.75, 1.03], [5.99, 2.08, -0.48], [4.87, -0.57, 0.50], [6.31, -0.28, -0.51], [4.33, -1.04, -1.97], [2.16, 0.03, -0.35]], "e_tot_ev": -168833.2713, "e_homo_ev": [-5.499, -4.633], "gap_ev": [4.699, 3.577], "multiplicity": 4}

3.
{"formula": "C6H14", "method": "ωB97M-V/def2-TZVPD", "species": ["C", "C", "C", "C", "C", "C", "H", "H", "H", "H", "H", "H", "H", "H", "H", "H", "H", "H", "H", "H"], "coordinates": [[-1.51, 1.32, 1.63], [-0.25, 0.48, 1.39], [-0.08, -0.27, 0.05], [-1.02, 0.12, -1.08], [1.40, -0.29, -0.36], [1.70, -1.35, -1.42], [-2.41, 0.69, 1.67], [-1.43, 1.83, 2.59], [-1.69, 2.09, 0.86], [0.63, 1.08, 1.62], [-0.26, -0.32, 2.13], [-0.33, -1.32, 0.27], [-0.99, -0.65, -1.86], [-2.05, 0.18, -0.72], [-0.76, 1.08, -1.55], [2.00, -0.50, 0.54], [1.72, 0.70, -0.71], [1.27, -1.09, -2.39], [2.78, -1.50, -1.56], [1.27, -2.31, -1.11]], "smiles": "CCC(C)CC", "e_tot_ev": -6449.0917, "e_homo_ev": -10.726, "gap_ev": 11.912, "multiplicity": 1}